# 1
A 3-piece molecular cluster, C35H48Br3O8P overall at a distorted geometry. Source: the OMol25 dataset; level of theory: wB97M-V/def2-TZVPD.

* Kohn-Sham gap: 8.442 eV
* lowest unoccupied orbital energy: -0.12 eV
* E: -10027.342912 hartree
* SMILES: CCOCCCCC[C@@]1(Cc2ccccc2)C(=O)O[C@](/C(Br)=C(/C)Br)(P(O)Br)[C@@H]1c1ccccc1.CCOC(C)=O.CCOC(C)=O
* HOMO: -8.56 eV

Element x y z (Å)
Br: 0.053 -1.027 -3.265
Br: -2.892 2.731 -3.016
Br: 1.751 4.240 -2.835
P: 1.111 0.824 -2.376
O: 2.197 0.148 -1.249
O: -7.205 -1.697 -4.578
O: 2.926 -2.401 -0.898
O: 4.275 0.320 3.409
O: -1.398 0.832 -1.542
O: 1.715 -4.240 -1.114
O: -8.140 -0.927 -6.433
O: -3.335 0.748 -0.108
C: 1.485 -5.555 -1.645
C: -0.789 5.006 -4.288
C: 3.153 0.574 4.335
C: 4.881 1.558 2.981
C: -6.063 -1.945 -3.743
C: 2.642 5.436 1.944
C: -2.883 -3.356 2.332
C: 6.507 1.512 3.150
C: -0.882 0.909 0.825
C: 2.869 -3.566 -1.236
C: -0.826 -1.728 1.473
C: 2.324 3.033 0.620
C: -2.318 -2.107 1.554
C: -5.857 -0.816 -2.754
C: -5.972 -0.102 -5.982
C: -0.158 -0.503 0.713
C: 0.495 0.689 3.853
C: -0.686 1.690 3.430
C: -0.197 3.951 -3.234
C: 3.226 4.148 1.268
C: 0.789 3.164 0.621
C: 1.974 1.224 3.446
C: -0.280 1.820 -1.586
C: 4.096 -4.292 -1.702
C: -7.175 -0.956 -5.702
C: 0.230 4.483 1.292
C: 0.152 -2.735 2.202
C: 1.975 -6.621 -0.686
C: -0.395 -3.985 2.985
C: -1.916 -4.325 3.096
C: -2.103 0.772 -0.267
C: -0.297 2.206 0.001
C: -1.613 1.232 2.212
C: 1.099 5.571 1.951
C: -0.933 2.907 -2.613
H: -5.173 -2.145 -4.346
H: 0.403 -5.650 -1.766
H: -2.330 2.118 1.995
H: 1.272 -2.526 2.163
H: 4.706 -3.599 -2.285
H: -6.278 -2.867 -3.197
H: -1.845 4.773 -4.642
H: 4.712 1.703 1.846
H: -5.819 -0.064 -7.062
H: 2.816 -0.461 4.683
H: -0.116 4.940 -5.228
H: 0.509 0.656 5.014
H: -0.673 6.087 -3.910
H: 4.663 -4.629 -0.834
H: 0.899 -0.382 1.176
H: 2.802 2.123 0.138
H: 2.159 0.873 2.369
H: -5.021 -1.037 -2.087
H: -1.384 1.772 4.355
H: 3.052 -6.552 -0.523
H: 1.916 -5.655 -2.644
H: -3.093 -1.468 1.026
H: -6.154 0.907 -5.608
H: -4.014 -3.536 2.341
H: -0.220 2.737 3.328
H: 4.376 4.070 1.299
H: -2.290 0.391 2.599
H: 0.565 6.471 2.438
H: -5.047 -0.488 -5.557
H: -0.913 4.646 1.327
H: 0.045 -0.878 -0.358
H: -5.655 0.130 -3.259
H: 3.264 6.265 2.406
H: -6.757 -0.668 -2.152
H: 1.975 2.361 3.542
H: 4.498 2.479 3.560
H: 6.858 0.515 3.596
H: 2.103 -0.847 -1.211
H: 3.519 1.254 5.181
H: 1.498 -6.503 0.290
H: 3.887 -5.137 -2.354
H: 6.851 2.422 3.758
H: 1.747 -7.618 -1.071
H: 0.377 -0.392 3.514
H: -2.353 -5.203 3.674
H: 6.989 1.601 2.108
H: -1.264 2.862 0.011
H: 0.327 -4.691 3.517

These are the Mulliken partial charges, in e, on atoms 1 to 6: number 1, Br, carries -0.330; number 2, Br, carries -0.116; number 3, Br, carries -0.102; number 4, P, carries 0.148; number 5, O, carries -0.222; number 6, O, carries -0.362



# 2
C35H48F5N3P2RuS as an isolated structure at a distorted geometry. Source: the OMol25 dataset; level of theory: wB97M-V/def2-TZVPD.

* Kohn-Sham gap (alpha / beta): 5.854 / 5.276 eV
* lowest unoccupied orbital energy (alpha / beta): -3.71 / -4.27 eV
* expectation value of S²: 0.766
* total charge: +1
* E: -3201.582634 hartree
* energy above the lowest of the compared OMol25 structures with the same formula, charge and spin: 2.061 eV
* spin multiplicity: 2
* HOMO (alpha / beta): -9.57 / -9.55 eV

Element x y z (Å)
Ru: -0.021 1.065 -0.687
S: -0.257 -2.080 -0.202
P: 2.363 0.556 -0.367
P: -2.382 0.395 -0.295
F: -0.553 3.999 1.349
F: -0.249 6.465 0.511
F: 0.574 4.976 -3.871
F: 0.305 7.017 -2.080
F: 0.295 2.432 -3.034
N: -0.048 0.861 1.339
N: 0.383 -4.556 0.521
N: -0.359 -4.320 -1.654
C: 1.232 -5.714 0.264
C: -4.087 2.498 -1.254
C: -3.630 2.209 3.156
C: -3.220 -1.679 1.413
C: 3.194 -1.103 -0.714
C: -0.876 -5.681 -1.769
C: -3.287 1.273 -1.687
C: -0.119 5.472 -0.361
C: -4.938 -0.947 -0.229
C: 1.124 0.615 2.051
C: 0.308 4.724 -2.592
C: 2.311 0.172 4.122
C: -2.363 1.628 -2.858
C: -3.631 1.676 1.886
C: 4.684 -0.998 -1.046
C: 3.539 0.432 3.515
C: 0.163 3.437 -2.128
C: 2.373 0.676 1.412
C: 0.170 5.761 -1.684
C: -2.446 1.240 1.283
C: 3.352 3.178 -0.382
C: -1.241 1.890 3.251
C: 1.131 0.244 3.410
C: -0.066 -3.748 -0.468
C: -1.226 1.300 1.973
C: -0.550 -3.522 -2.853
C: -0.119 3.083 -0.811
C: 3.539 1.827 -2.539
C: 3.558 0.634 2.151
C: 0.319 -4.183 1.926
C: -2.414 2.324 3.826
C: 3.581 1.797 -1.006
C: -0.272 4.157 0.060
C: -3.435 -1.130 0.001
C: 3.046 -2.090 0.448
H: 3.267 -3.096 0.082
H: 1.512 -5.761 -0.783
H: 3.768 3.227 0.623
H: -4.551 2.541 3.615
H: 2.143 -5.604 0.856
H: -4.566 1.599 1.349
H: -3.460 3.198 -0.699
H: -2.380 2.779 4.807
H: -2.910 1.566 -3.800
H: -2.004 2.649 -2.762
H: -5.392 -1.939 -0.205
H: 2.667 -1.494 -1.590
H: -0.218 -4.103 -3.713
H: -3.704 -1.039 2.151
H: -0.309 2.068 3.763
H: -1.507 0.951 -2.956
H: 0.026 -2.605 -2.789
H: 5.249 -0.561 -0.222
H: 3.835 3.944 -0.991
H: 4.509 0.738 1.642
H: 2.051 -2.087 0.875
H: -2.167 -1.761 1.672
H: -0.183 -6.338 -2.297
H: -1.605 -3.267 -2.989
H: -4.944 2.238 -0.634
H: -4.466 3.014 -2.139
H: 0.199 0.003 3.899
H: 2.296 3.427 -0.305
H: 3.821 0.869 -2.977
H: 4.898 -0.440 -1.953
H: 3.758 -1.849 1.239
H: 1.311 -3.929 2.307
H: 2.274 -0.088 5.172
H: 4.232 2.580 -2.916
H: -5.209 -0.498 -1.180
H: 4.566 1.448 -0.696
H: -5.394 -0.365 0.571
H: -1.809 -5.645 -2.335
H: -0.336 -3.329 2.060
H: -3.969 0.514 -2.064
H: -1.091 -6.094 -0.789
H: -3.044 -1.855 -0.718
H: 2.548 2.074 -2.907
H: 4.456 0.424 4.087
H: -0.066 -5.031 2.496
H: 0.751 -6.650 0.555
H: -3.670 -2.671 1.479
H: 5.060 -2.012 -1.188

These are the Mulliken partial charges, in e, on atoms 1 to 6: number 1, Ru, carries -0.741; number 2, S, carries -0.439; number 3, P, carries 0.960; number 4, P, carries 1.021; number 5, F, carries -0.270; number 6, F, carries -0.318



# 3
C35H48IrN7OPSi2 as an isolated structure at a distorted geometry. Source: the OMol25 dataset; level of theory: wB97M-V/def2-TZVPD.

* Kohn-Sham gap (alpha / beta): 6.310 / 7.553 eV
* lowest unoccupied orbital energy (alpha / beta): -5.01 / -5.04 eV
* expectation value of S²: 0.756
* total charge: +2
* E: -2845.344582 hartree
* energy above the lowest of the compared OMol25 structures with the same formula, charge and spin: 1.495 eV
* spin multiplicity: 2
* HOMO (alpha / beta): -11.32 / -12.60 eV

Element x y z (Å)
Ir: 0.196 0.305 -0.088
P: 1.129 -1.918 -0.138
Si: -2.450 2.394 0.598
Si: -2.921 -0.753 0.606
O: 0.634 0.185 1.995
N: 2.655 0.320 -1.074
N: 0.581 5.472 -2.958
N: 0.510 0.544 4.176
N: 1.772 4.052 -1.633
N: 1.788 2.820 0.454
N: 1.345 6.250 -0.932
N: -0.583 0.658 -1.914
C: 5.032 -2.292 1.202
C: 3.701 -2.589 0.944
C: -0.787 -4.950 1.822
C: 3.487 -0.548 -0.301
C: 1.075 -4.359 -4.039
C: -4.752 -0.387 0.789
C: -1.882 0.768 -1.552
C: 1.639 2.235 2.870
C: 1.764 3.422 -0.546
C: 0.886 0.922 2.953
C: -1.392 3.790 -0.128
C: -0.203 0.764 -3.189
C: -2.483 1.000 -3.850
C: 0.221 -3.278 -3.889
C: -1.905 0.714 -0.066
C: 5.581 -1.111 0.726
C: 1.956 -3.978 -1.835
C: -2.305 -1.247 2.304
C: -2.867 0.903 -2.522
C: 0.433 -3.702 3.472
C: -1.134 0.953 -4.191
C: -4.192 2.875 0.100
C: 0.565 -3.070 1.146
C: 1.214 5.271 -1.817
C: 2.515 2.421 1.640
C: 1.104 -2.883 -1.678
C: -2.348 2.437 2.468
C: -0.432 -4.740 3.145
C: 0.236 -2.541 -2.711
C: 4.814 -0.241 -0.036
C: 2.907 -1.711 0.211
C: 1.940 -4.711 -3.009
C: -2.802 -2.166 -0.616
C: 0.924 -2.868 2.481
C: -0.287 -4.124 0.824
H: 0.484 4.698 -3.595
H: 0.946 7.164 -1.082
H: -0.465 -3.011 -4.683
H: -2.595 -0.505 3.052
H: 1.604 -2.068 2.743
H: 0.202 6.367 -3.221
H: -2.348 3.469 2.829
H: -0.055 -0.288 4.269
H: 6.617 -0.875 0.928
H: 2.313 -0.167 -1.898
H: 3.177 1.126 -1.401
H: -1.989 4.705 -0.153
H: 1.903 6.115 -0.107
H: -5.210 0.016 -0.116
H: -3.909 0.933 -2.234
H: 5.256 0.660 -0.447
H: -4.340 2.857 -0.982
H: -3.232 1.110 -4.623
H: 3.271 -3.502 1.335
H: -3.216 1.942 2.909
H: 2.601 -5.560 -3.123
H: -1.097 3.557 -1.157
H: -3.246 -3.066 -0.183
H: -4.968 2.266 0.557
H: 3.262 3.188 1.841
H: 0.929 3.059 2.979
H: -5.257 -1.332 1.009
H: -3.357 -1.940 -1.530
H: 5.636 -2.981 1.776
H: -1.446 -5.767 1.559
H: 3.029 1.487 1.403
H: -0.502 3.992 0.468
H: -0.814 -5.391 3.919
H: 2.301 2.278 3.738
H: -1.776 -2.400 -0.896
H: 2.635 -4.260 -1.039
H: -1.461 1.936 2.859
H: -0.813 1.024 -5.220
H: -0.558 -4.312 -0.207
H: 1.064 -4.934 -4.955
H: -0.457 -1.720 -2.584
H: -4.352 3.908 0.422
H: -1.222 -1.377 2.332
H: -2.766 -2.197 2.588
H: 0.734 -3.554 4.501
H: -4.973 0.291 1.615
H: 0.854 0.668 -3.404
H: 0.732 1.078 4.999

These are the Mulliken partial charges, in e, on atoms 1 to 6: number 1, Ir, carries 2.020; number 2, P, carries 0.689; number 3, Si, carries 0.023; number 4, Si, carries 0.005; number 5, O, carries -0.714; number 6, N, carries -0.424



# 4
C35H49BClN7O4PS2W as an isolated structure at a distorted geometry. Source: the OMol25 dataset; level of theory: wB97M-V/def2-TZVPD.

* Kohn-Sham gap (alpha / beta): 5.483 / 6.295 eV
* lowest unoccupied orbital energy (alpha / beta): -0.52 / -0.16 eV
* expectation value of S²: 0.914
* E: -3737.458936 hartree
* energy above the lowest of the compared OMol25 structures with the same formula, charge and spin: 0.275 eV
* spin multiplicity: 2
* HOMO (alpha / beta): -6.01 / -6.46 eV

Element x y z (Å)
W: 0.576 0.271 -0.048
Cl: -0.888 -6.280 -3.288
S: -3.487 0.457 -0.361
S: -0.941 -1.121 1.398
P: -2.828 -1.081 0.608
O: -2.874 -2.450 -0.218
O: -3.810 -1.342 1.864
O: -0.372 -0.711 -1.556
O: 1.623 -1.411 -0.047
N: 0.030 2.076 1.336
N: -0.377 1.810 -1.444
N: 2.509 2.498 -0.812
N: 0.879 3.112 1.079
N: 2.470 1.212 -1.284
N: 2.110 0.499 1.562
N: 2.826 1.652 1.525
C: 0.361 -2.984 -1.342
C: -4.090 -2.827 -0.898
C: 2.711 -0.315 2.433
C: 0.186 -4.329 -1.761
C: 2.911 1.281 -2.553
C: 2.939 3.337 -1.755
C: 2.690 -1.221 -2.986
C: -3.649 -2.497 2.711
C: -0.666 -4.621 -2.784
C: -0.821 3.967 2.186
C: 3.354 -2.709 2.599
C: -3.190 -2.083 4.094
C: 0.389 4.245 1.587
C: -0.584 2.477 -3.738
C: 3.858 1.572 2.369
C: -1.627 3.758 -2.065
C: -3.282 2.625 3.064
C: 3.207 2.609 -2.891
C: -1.149 2.859 -1.135
C: -1.370 -3.606 -3.458
C: 3.217 0.118 -3.465
C: 4.739 0.037 -3.658
C: -1.494 1.108 3.950
C: -1.824 4.560 -4.447
C: 2.231 -1.689 2.799
C: -0.404 -1.966 -1.963
C: -4.232 -4.328 -0.794
C: 3.833 0.334 2.968
C: -0.141 1.622 -2.747
C: 1.327 -2.646 -0.389
C: -2.074 1.770 2.695
C: 1.721 -1.715 4.244
C: -0.997 2.585 2.041
C: -1.334 3.593 -3.411
C: -1.231 -2.301 -3.048
B: 2.357 2.844 0.690
H: -3.340 -4.822 -1.181
H: 2.767 0.353 -4.436
H: -2.229 0.438 4.402
H: 4.524 -0.057 3.697
H: 2.989 -2.010 -3.679
H: 5.217 -0.214 -2.707
H: 1.605 -1.232 -2.924
H: 3.772 -2.645 1.592
H: 3.050 4.390 -1.545
H: -2.187 -1.659 4.055
H: 4.986 -0.743 -4.381
H: -1.475 4.659 2.688
H: 1.412 -1.957 2.143
H: 2.973 -3.722 2.751
H: -3.691 3.138 2.190
H: -1.216 1.870 4.686
H: -3.871 -1.341 4.514
H: -3.178 -2.955 4.752
H: 0.739 -5.118 -1.266
H: -2.408 1.010 1.997
H: -5.095 -4.654 -1.378
H: -3.026 3.372 3.821
H: 0.941 5.168 1.497
H: -1.787 -1.504 -3.529
H: 3.577 2.968 -3.839
H: -0.608 0.527 3.702
H: 3.012 3.822 0.942
H: 0.919 -0.991 4.398
H: 4.537 2.404 2.481
H: -4.943 -2.308 -0.459
H: 2.529 -1.482 4.943
H: 1.333 -2.708 4.485
H: -4.381 -4.638 0.243
H: -0.335 2.255 -4.769
H: -1.613 4.202 -5.454
H: -3.999 -2.513 -1.938
H: -2.951 -3.202 2.259
H: 4.164 -2.545 3.315
H: 5.159 0.981 -4.009
H: 0.408 0.737 -3.015
H: -1.341 5.531 -4.323
H: -2.899 4.714 -4.351
H: 1.951 -3.424 0.047
H: -4.068 1.988 3.474
H: -2.247 4.577 -1.721
H: -2.025 -3.861 -4.281
H: -1.428 2.972 -0.105
H: 3.092 -1.452 -2.001
H: -4.629 -2.972 2.761

These are the Mulliken partial charges, in e, on atoms 1 to 6: number 1, W, carries 1.781; number 2, Cl, carries -0.242; number 3, S, carries -0.571; number 4, S, carries -0.306; number 5, P, carries 1.084; number 6, O, carries -0.187



# 5
C35H50Br2CsF3N10O2P2SSe as an isolated structure at a distorted geometry. Source: the OMol25 dataset; level of theory: wB97M-V/def2-TZVPD.

* Kohn-Sham gap: 7.360 eV
* lowest unoccupied orbital energy: 0.21 eV
* E: -11011.774851 hartree
* energy above the lowest of the compared OMol25 structures with the same formula, charge and spin: 1.856 eV
* HOMO: -7.15 eV

Element x y z (Å)
Cs: -0.683 1.365 -0.727
Br: -0.456 -5.852 0.969
Br: -2.939 4.237 -0.899
Se: 0.578 -0.481 1.574
S: -2.824 0.009 -3.264
P: 3.812 -0.050 -2.595
P: 1.524 2.810 -3.384
F: -3.408 -3.252 -5.662
F: -3.500 -1.115 -5.813
F: -2.114 -2.275 -7.066
O: -2.886 5.207 4.590
O: -3.125 -3.135 -2.543
N: -0.325 -0.139 5.148
N: 0.242 -2.780 3.168
N: -2.093 -3.698 1.342
N: -0.473 -1.069 -2.813
N: -3.832 1.860 0.384
N: 4.052 1.842 1.038
N: 2.981 2.155 1.945
N: 2.336 -2.204 3.148
N: 0.167 3.596 1.515
N: -0.927 3.432 3.769
C: 1.428 4.555 -4.114
C: -2.634 -2.142 -5.832
C: 3.049 2.270 -4.274
C: 3.172 -3.950 4.723
C: 0.474 -2.038 -2.913
C: -1.654 -4.535 0.403
C: -0.612 4.580 4.710
C: -3.482 -2.620 -0.248
C: 2.243 -3.353 3.932
C: -3.190 4.333 3.547
C: -0.419 3.523 2.496
C: 2.738 -4.943 5.584
C: -2.021 -4.450 -0.895
C: -5.774 1.251 -1.532
C: -4.687 0.831 0.513
C: 1.422 -5.274 5.650
C: 0.393 -4.593 4.893
C: -2.921 -3.396 -1.247
C: 3.642 -1.576 2.919
C: 5.382 0.843 -2.218
C: 1.112 -1.858 2.672
C: 0.441 -3.057 -3.845
C: -2.994 -2.786 1.005
C: -5.644 0.424 -0.397
C: -3.968 2.566 -0.720
C: -4.880 2.267 -1.708
C: -2.428 3.081 3.721
C: 0.881 -3.706 3.975
C: -1.563 5.743 4.545
C: 3.417 0.803 -4.186
C: 0.232 2.141 -4.609
C: -0.582 -3.023 -4.865
C: 4.374 -1.567 -3.313
C: -1.519 -1.993 -4.844
C: -1.524 -1.095 -3.666
H: 5.004 1.768 -1.771
H: 3.902 2.927 -3.959
H: -4.256 4.017 3.591
H: -3.475 -2.212 -2.689
H: 4.197 -3.726 4.799
H: 3.487 -1.990 -3.806
H: 2.081 5.385 -3.648
H: 0.348 4.861 4.590
H: -2.508 2.382 2.877
H: 1.592 4.599 -5.158
H: 1.291 -1.917 -2.154
H: -4.269 -1.944 -0.384
H: 0.438 4.946 -3.945
H: -0.709 -4.707 5.064
H: 4.811 1.544 1.594
H: -0.737 -3.803 -5.622
H: -4.832 2.837 -2.656
H: 0.035 -0.473 4.266
H: -6.263 -0.471 -0.170
H: 3.850 1.160 0.313
H: 0.009 1.077 -4.555
H: 0.671 2.500 -5.546
H: -1.294 6.193 3.582
H: 1.159 -3.889 -3.829
H: 2.349 2.871 1.557
H: 0.924 -5.983 6.326
H: -0.760 4.065 5.681
H: 3.890 -1.624 1.893
H: 2.506 1.324 2.092
H: -0.609 -2.953 2.557
H: 3.396 -5.426 6.253
H: 5.901 1.147 -3.169
H: 0.035 0.766 5.400
H: -4.555 0.241 1.352
H: 2.525 0.229 -4.601
H: -3.391 -2.227 1.897
H: 4.288 0.654 -4.838
H: 5.252 -1.478 -4.021
H: -3.034 4.795 2.577
H: -1.422 6.435 5.373
H: 2.913 2.492 -5.352
H: 3.560 -0.496 3.087
H: 4.384 -2.101 3.471
H: -6.503 1.090 -2.252
H: 6.046 0.292 -1.533
H: 0.183 -0.748 5.822
H: 4.573 -2.278 -2.527
H: -0.686 2.725 -4.503
H: -1.621 -5.157 -1.664
H: -2.690 2.561 4.651

These are the Mulliken partial charges, in e, on atoms 1 to 6: number 1, Cs, carries 1.490; number 2, Br, carries -0.166; number 3, Br, carries -0.100; number 4, Se, carries -0.218; number 5, S, carries -0.074; number 6, P, carries 0.833